Molecular formula: C23H34As2N2O2S2SbTi
Method: DFT, ωB97M-V with the def2-TZVPD basis set

The total energy comes out at -204453.0071 eV. The value obtained for the LUMO energy is -10.42 eV. The HOMO energy is -15.78 eV. Its frontier orbital gap is 5.36 eV. The calculation puts the strongest force on any atom at 0.003 hartree/bohr.

The geometry in ORCA input format:
```
! RIJCOSX wB97M-V def2-TZVPD def2/J DEFGRID3
* xyz 3 1
N -1.509 1.152 -0.166
H 5.945 -1.470 3.853
H -3.329 -5.332 0.200
H -0.379 -0.557 4.485
H -1.801 -3.412 0.150
S -0.249 3.449 -0.163
Sb 0.459 0.169 -2.956
C -4.750 -1.739 -0.197
H 0.618 2.071 -4.814
H -1.606 -0.263 3.232
H 1.413 2.672 -3.341
H 5.288 -1.382 1.493
C 3.318 -2.233 -0.701
C -3.358 -1.939 -0.081
H -5.773 -4.954 -0.006
H -0.526 -1.677 3.111
C -2.455 4.889 -0.669
C 0.549 2.138 -3.730
C -5.093 -4.113 -0.026
H -6.671 -2.686 -0.258
C -0.601 -0.637 3.422
C -2.436 -0.840 -0.101
C -3.716 -4.329 0.089
C -1.361 -0.579 -3.730
C 4.582 -1.067 2.252
H -3.031 5.499 -1.365
H -2.612 5.262 0.342
C 3.313 -0.615 1.907
C 3.984 0.764 -0.746
H -0.467 5.764 -0.719
H 4.368 -0.763 5.618
C 4.958 -1.118 3.586
H 3.838 0.796 -1.825
As 2.787 -0.532 0.055
C -0.985 4.866 -1.051
As 0.676 0.427 2.434
S -3.124 3.192 -0.751
H -1.449 -1.639 -3.500
H 3.118 -2.241 -1.770
H 3.804 1.748 -0.319
H -0.481 2.584 3.027
C 2.805 -0.266 4.241
C 2.425 -0.214 2.904
C -1.654 2.460 -0.344
H 4.385 -2.375 -0.536
H 1.849 -1.947 -3.857
H 2.126 0.041 5.028
H 2.767 -3.035 -0.215
H 0.713 2.125 4.259
H -1.362 -0.437 -4.809
N -2.701 0.422 -0.172
H -2.195 -0.037 -3.286
H -6.177 -0.496 -0.398
H 5.009 0.464 -0.532
C -5.602 -2.840 -0.168
C 1.951 -0.878 -4.029
C -2.866 -3.255 0.060
H 1.794 -0.668 -5.087
C 0.525 2.202 3.189
C 4.072 -0.720 4.579
H -0.369 2.659 -3.462
O -5.213 -0.487 -0.339
Ti 0.167 0.069 -0.129
H 2.945 -0.543 -3.742
H 1.260 2.866 2.740
O -1.076 -1.164 -0.043
H -0.832 4.730 -2.120
*
```